{"formula": "C14H11F6NO4", "method": "ωB97M-V/def2-TZVPD", "de_lowest_kj_mol": 10.1, "homo_ev": -9.247, "lumo_ev": 0.4, "charge": 0, "orbital_gap_ev": 9.63, "e_tot_ev": -40678.3940, "elements": ["C", "C", "C", "H", "H", "O", "N", "C", "O", "C", "C", "C", "C", "C", "C", "O", "C", "C", "F", "F", "F", "H", "H", "H", "H", "O", "C", "C", "F", "F", "F", "H", "H", "H", "H", "H"], "coordinates": [[5.4056, -4.3259, -1.6737], [4.5418, -3.4984, -1.6608], [3.4973, -2.4967, -1.6194], [3.8946, -1.5277, -1.9552], [2.6639, -2.7956, -2.2691], [3.0427, -2.3944, -0.2630], [2.1856, -1.3151, -0.0583], [0.9281, -1.2780, -0.5613], [0.4984, -2.0659, -1.3733], [0.1425, -0.0968, -0.0691], [-0.6481, 0.5787, -0.9823], [-1.4088, 1.6793, -0.5943], [-1.3814, 2.0983, 0.7301], [-0.6156, 1.4058, 1.6531], [0.1421, 0.3134, 1.2683], [0.9119, -0.3430, 2.2303], [0.4357, -1.5999, 2.6283], [-0.8643, -1.4928, 3.4335], [-0.8031, -0.5465, 4.3758], [-1.9239, -1.2021, 2.6650], [-1.1406, -2.6481, 4.0513], [1.2010, -2.0310, 3.2792], [0.2447, -2.2722, 1.7810], [-0.6024, 1.7116, 2.6876], [-1.9568, 2.9456, 1.0662], [-2.1335, 2.2727, -1.5876], [-2.9472, 3.3660, -1.2646], [-3.6250, 3.8158, -2.5579], [-2.7459, 4.1892, -3.4885], [-4.3942, 2.8675, -3.0900], [-4.4162, 4.8753, -2.3223], [-2.3664, 4.2170, -0.8814], [-3.7357, 3.0979, -0.5476], [-0.6777, 0.2515, -2.0092], [2.4909, -0.7017, 0.6847], [6.1603, -5.0537, -1.7054]], "atomic_forces_ev_per_a": [[-0.404, 0.387, -0.065], [0.201, -0.182, 0.179], [-0.316, 0.434, -0.447], [-0.145, -0.143, 0.082], [0.143, 0.161, 0.156], [-0.511, 0.122, 0.427], [0.740, -0.146, -0.273], [0.167, 0.067, 0.025], [-0.096, -0.197, -0.168], [-0.157, 0.078, 0.320], [-0.089, 0.134, 0.046], [0.166, -0.168, 0.048], [-0.111, 0.048, -0.191], [0.279, -0.216, 0.006], [-0.074, 0.138, -0.090], [-0.094, 0.486, -0.224], [-0.294, -0.358, 0.279], [-0.064, -0.019, 0.016], [0.209, 0.205, 0.119], [-0.032, 0.015, -0.230], [0.178, -0.263, -0.034], [-0.161, -0.001, -0.104], [0.054, 0.067, 0.139], [-0.007, -0.007, 0.109], [-0.075, 0.101, 0.001], [0.030, -0.063, -0.053], [-0.179, 0.211, -0.073], [-0.008, 0.089, 0.087], [0.315, -0.026, -0.067], [-0.061, -0.334, 0.022], [-0.019, 0.103, 0.308], [-0.102, -0.137, -0.043], [0.129, 0.055, -0.095], [0.002, -0.062, -0.124], [-0.035, -0.171, -0.087], [0.422, -0.409, -0.001]], "mulliken_charge": [0.180, -0.576, -0.367, 0.294, 0.276, -0.245, -0.070, 0.001, -0.615, 0.703, -0.614, 0.731, -0.460, -0.513, -0.090, -0.640, -0.456, 0.818, -0.260, -0.251, -0.277, 0.396, 0.248, 0.439, 0.428, -0.358, -0.788, 0.906, -0.253, -0.253, -0.276, 0.372, 0.381, 0.539, 0.223, 0.427]}

{"formula": "C14H11N4O3S2Ti", "method": "ωB97M-V/def2-TZVPD", "de_lowest_kj_mol": 29.7, "homo_ev": [0.342, -1.375], "lumo_ev": [5.1, 5.1], "s2": 0.78, "charge": -2, "orbital_gap_ev": [4.76, 6.47], "e_tot_ev": -71589.8023, "spin_multiplicity": 2, "elements": ["Ti", "N", "C", "S", "N", "N", "C", "C", "C", "C", "C", "C", "N", "H", "H", "H", "H", "H", "H", "H", "O", "C", "O", "C", "C", "C", "C", "C", "C", "S", "H", "H", "H", "H", "O"], "coordinates": [[-1.1311, -0.2390, 0.4422], [-1.9670, 0.5572, -4.1486], [-1.6619, 0.8068, -2.8076], [-0.0086, 0.7608, -2.3194], [-2.6708, 1.0807, -2.0381], [-2.2434, 1.2275, -0.7203], [-2.3672, 2.4087, -0.1689], [-1.5685, 2.7146, 0.9414], [-1.6239, 3.9499, 1.6372], [-0.7231, 4.2258, 2.6226], [0.2682, 3.2627, 2.9466], [0.2584, 2.0692, 2.2556], [-0.6098, 1.7681, 1.2879], [-1.1813, 0.7346, -4.7519], [-2.8283, 0.9976, -4.4391], [-2.9782, 3.1731, -0.6470], [-2.3866, 4.6689, 1.3591], [-0.7613, 5.1766, 3.1444], [1.0068, 3.4382, 3.7169], [0.9884, 1.2970, 2.4684], [-0.7936, -3.6924, -1.7019], [-0.3555, -2.8512, -0.9294], [-0.9792, -1.8080, -0.5774], [1.0672, -2.9738, -0.3862], [1.8437, -3.9392, -1.0271], [3.1655, -4.1811, -0.6977], [3.7420, -3.4245, 0.3248], [2.9925, -2.4709, 0.9847], [1.6413, -2.2035, 0.6772], [0.8548, -1.0182, 1.7266], [1.3541, -4.4941, -1.8161], [3.7391, -4.9322, -1.2288], [4.7793, -3.5774, 0.6068], [3.4406, -1.8866, 1.7798], [-2.3030, -0.6260, 1.4833]], "atomic_forces_ev_per_a": [[-0.381, 0.980, 0.238], [-0.023, -0.039, -0.080], [0.001, 0.091, 0.139], [0.301, -0.128, -0.215], [-0.104, 0.026, 0.076], [0.186, -0.221, 0.154], [-0.132, 0.133, -0.141], [0.135, 0.054, 0.128], [0.014, 0.009, -0.002], [-0.004, 0.068, 0.008], [-0.002, -0.048, -0.026], [-0.059, 0.176, 0.019], [-0.280, -0.189, 0.108], [0.006, 0.023, 0.002], [-0.014, -0.001, 0.008], [0.013, -0.008, 0.004], [-0.009, -0.005, -0.006], [0.002, -0.007, 0.010], [0.002, 0.001, -0.005], [0.002, 0.088, 0.046], [0.003, -0.228, 0.062], [0.910, -0.370, -0.259], [-0.593, 0.126, -0.022], [0.219, 0.173, 0.497], [0.059, 0.070, 0.038], [0.083, 0.177, 0.198], [-0.128, -0.136, -0.184], [-0.129, 0.041, -0.021], [-0.179, -0.485, -0.427], [0.216, -0.456, -0.493], [-0.008, -0.024, -0.008], [0.007, 0.002, 0.004], [-0.008, -0.005, -0.007], [0.009, -0.012, 0.001], [-0.113, 0.125, 0.156]], "mulliken_spin": [-0.011, 0.004, 0.020, 0.026, 0.005, 0.324, -0.017, 0.256, -0.056, 0.089, 0.170, -0.058, 0.170, 0.000, 0.000, 0.032, -0.001, 0.012, 0.012, 0.012, 0.000, -0.004, 0.000, 0.004, 0.000, 0.000, 0.000, -0.001, -0.003, 0.003, 0.000, 0.000, 0.000, 0.000, 0.015]}

{"formula": "C14H11N5O4", "method": "ωB97M-V/def2-TZVPD", "de_lowest_kj_mol": 0.0, "homo_ev": -7.696, "lumo_ev": -2.8, "charge": 0, "orbital_gap_ev": 4.90, "e_tot_ev": -30328.4911, "elements": ["N", "C", "C", "C", "C", "N", "O", "O", "C", "C", "N", "O", "O", "N", "C", "H", "H", "C", "C", "C", "C", "C", "N", "C", "C", "H", "H", "H", "H", "H", "H", "H", "H", "H"], "coordinates": [[-1.6408, -4.6074, 3.1082], [-1.1689, -3.5377, 3.1275], [-0.5692, -2.2364, 3.1437], [0.7839, -1.9129, 3.0713], [1.2200, -0.5633, 2.9787], [2.6275, -0.3000, 3.0321], [3.4255, -1.2675, 3.1023], [3.0269, 0.8892, 3.0059], [0.3309, 0.5320, 2.9359], [-1.0001, 0.1921, 3.0999], [-2.1380, 1.0061, 3.0387], [-2.3129, 2.2107, 2.9883], [-3.2417, 0.0984, 3.0416], [-2.8151, -1.2355, 3.1267], [-1.4704, -1.1333, 3.1937], [1.5030, -2.7217, 3.0708], [0.6615, 1.5611, 3.0462], [0.0297, 0.6359, -4.6395], [0.3010, 1.2367, -3.2947], [0.8747, 2.5126, -3.1783], [1.1102, 3.0900, -1.9371], [0.7730, 2.3849, -0.7437], [1.0001, 2.9026, 0.4841], [0.1836, 1.1065, -0.8670], [-0.0379, 0.5552, -2.1141], [-0.4177, -0.3421, -4.5087], [-0.6566, 1.2522, -5.2163], [0.9325, 0.5236, -5.2356], [1.1206, 3.0426, -4.1038], [1.5556, 4.0829, -1.8768], [0.7824, 2.4155, 1.3544], [1.4018, 3.8193, 0.5888], [-0.0875, 0.5744, 0.0489], [-0.4991, -0.4310, -2.1875]], "atomic_forces_ev_per_a": [[0.954, 2.340, 0.039], [-0.272, -2.473, 0.044], [0.916, 0.976, 0.085], [-1.278, -1.012, -0.069], [-1.760, 1.303, 0.141], [3.771, 0.664, -0.093], [-2.082, 1.766, -0.125], [-1.292, -2.271, 0.042], [1.712, -1.107, 1.248], [-2.192, 0.704, -0.348], [0.512, -1.013, -0.045], [0.119, -1.620, 0.031], [0.953, 0.327, 0.257], [1.713, 1.733, 0.205], [-2.083, -0.346, -0.860], [0.138, 0.224, -0.065], [0.136, -0.295, -0.305], [-0.037, 0.012, 0.027], [0.081, 0.232, 0.647], [-0.240, -0.444, 0.093], [-0.176, -0.438, 0.607], [-0.324, -0.737, -1.686], [0.260, 0.719, 1.735], [0.346, 0.692, 0.223], [0.028, 0.102, -0.617], [-0.097, -0.218, -0.148], [-0.124, 0.041, -0.065], [0.146, -0.039, -0.012], [0.005, -0.024, 0.409], [-0.085, -0.205, 0.071], [0.154, 0.335, -1.123], [-0.053, -0.170, -0.060], [0.036, 0.039, -0.295], [0.112, 0.204, 0.013]], "mulliken_charge": [-0.443, -0.145, 0.207, -0.494, -0.204, 0.957, -0.578, -0.572, -0.657, 0.025, 0.802, -0.637, -0.168, -0.539, 0.616, 0.579, 1.177, -1.381, 0.622, -0.622, -0.665, 0.975, -0.326, -0.110, -0.700, 0.351, 0.313, 0.319, 0.367, 0.284, 0.110, 0.156, 0.130, 0.250]}

{"formula": "C14H11O3S3SbTa", "method": "ωB97M-V/def2-TZVPD", "homo_ev": [-14.597, -14.597], "lumo_ev": [-9.6, -10.6], "s2": 0.76, "charge": 2, "orbital_gap_ev": [4.99, 3.98], "e_tot_ev": -61417.6746, "spin_multiplicity": 2, "elements": ["Ta", "O", "C", "C", "O", "O", "C", "C", "C", "C", "C", "C", "C", "C", "C", "C", "C", "C", "H", "H", "H", "H", "H", "H", "H", "H", "H", "H", "H", "S", "Sb", "S", "S"], "coordinates": [[0.1532, 0.4826, 1.3004], [-0.7949, -1.6395, 0.2416], [-2.0334, -1.9591, 0.9529], [-2.6742, -0.5825, 1.3694], [-3.8276, -0.4021, 1.5182], [-1.6650, 0.2839, 1.6042], [-2.9464, -2.7946, 0.0967], [-3.8302, -2.2198, -0.8151], [-4.6578, -3.0236, -1.5815], [-4.5800, -4.4073, -1.4854], [-3.6773, -4.9850, -0.6036], [-2.8624, -4.1891, 0.1824], [-1.7368, -2.5346, 2.3295], [-0.4440, -2.5180, 2.8487], [-0.1945, -3.0341, 4.1135], [-1.2400, -3.5336, 4.8751], [-2.5358, -3.5268, 4.3707], [-2.7890, -3.0205, 3.1072], [-0.6523, -2.3271, -0.4267], [-3.8981, -1.1447, -0.9115], [-5.3964, -2.5613, -2.2220], [-5.2382, -5.0296, -2.0757], [-3.6179, -6.0610, -0.5105], [-2.1429, -4.6494, 0.8480], [0.3958, -2.1703, 2.2454], [0.8156, -3.0537, 4.5002], [-1.0483, -3.9181, 5.8674], [-3.3561, -3.8959, 4.9706], [-3.8011, -2.9830, 2.7273], [4.4760, 2.3836, 0.6102], [2.5614, 3.0408, 1.6603], [0.7862, 2.2154, -0.1032], [1.7611, 0.7988, 2.9249]], "atomic_forces_ev_per_a": [[0.959, -0.517, -0.656], [0.655, 1.556, 0.644], [-1.021, 0.361, 0.618], [-1.490, -2.425, -1.069], [0.645, 0.663, 0.252], [1.590, 2.077, 0.590], [0.330, -0.215, -0.129], [0.007, 0.063, 0.027], [-0.060, 0.069, 0.009], [-0.034, 0.123, 0.181], [0.050, -0.125, -0.021], [0.124, 0.143, -0.062], [0.334, -0.221, -0.018], [-0.166, 0.052, -0.103], [0.064, 0.096, 0.188], [0.043, -0.010, -0.026], [0.041, 0.162, 0.011], [0.131, 0.082, -0.097], [0.206, 0.075, -0.120], [-0.088, 0.016, 0.020], [0.091, -0.028, -0.119], [0.007, -0.007, -0.015], [0.025, 0.003, -0.054], [-0.108, -0.030, 0.109], [0.072, -0.201, -0.024], [-0.003, 0.021, 0.018], [0.017, -0.050, -0.023], [0.011, -0.029, 0.004], [-0.023, -0.083, -0.042], [0.593, -0.324, -0.417], [-1.481, -0.742, 0.124], [-0.289, -0.657, 1.018], [-1.235, 0.101, -0.818]], "mulliken_spin": [0.037, -0.001, 0.001, 0.000, 0.000, 0.003, 0.000, 0.000, 0.000, 0.000, 0.000, 0.000, -0.001, 0.000, 0.000, 0.000, 0.000, 0.000, 0.000, 0.000, 0.000, 0.000, 0.000, 0.000, 0.000, 0.000, 0.000, 0.000, 0.000, 0.951, -0.038, 0.055, -0.008]}